54
Properties=species:S:1:pos:R:3 method="wB97M-V/def2-TZVPD" relative_energy_kj_mol=0.00 spin_multiplicity=1 total_charge=+2 mol_weight_g_mol=414.3 e_homo_ev=-12.81 e_tot_ev=-87156.89086
C 6.06 -1.83 1.89
O 6.01 -1.53 0.51
C 6.17 -0.22 0.12
C 4.83 0.56 0.13
C 3.98 0.41 -1.13
C 3.08 1.60 -1.48
C 1.58 1.40 -1.17
C 0.92 2.67 -0.63
C -0.60 2.66 -0.70
C -1.27 1.57 0.16
C -2.42 2.11 1.01
C -2.95 1.13 2.06
C -4.37 0.59 1.77
C -4.37 -0.42 0.68
C -4.67 -0.06 -0.62
C -4.67 -0.96 -1.65
C -4.36 -2.34 -1.41
N -4.37 -3.19 -2.45
C -4.09 -4.45 -2.17
C -3.79 -4.88 -0.86
N -3.76 -4.05 0.16
C -4.05 -2.76 -0.11
C -4.05 -1.80 0.94
Cl -3.68 -2.29 2.49
H 6.53 -1.00 2.45
H 5.07 -2.02 2.29
H 6.68 -2.72 2.03
H 6.95 0.28 0.77
H 6.60 -0.19 -0.88
H 5.06 1.66 0.25
H 4.26 0.23 1.02
H 3.38 -0.49 -1.01
H 4.68 0.22 -1.95
H 3.19 1.81 -2.54
H 3.42 2.50 -0.95
H 1.47 0.59 -0.44
H 1.05 1.08 -2.07
H 1.28 3.52 -1.23
H 1.23 2.84 0.41
H -0.97 3.64 -0.38
H -0.89 2.53 -1.75
H -0.53 1.12 0.83
H -1.63 0.77 -0.49
H -3.24 2.43 0.36
H -2.07 3.01 1.51
H -2.26 0.27 2.12
H -2.97 1.58 3.05
H -4.77 0.15 2.69
H -5.02 1.41 1.48
H -4.93 0.97 -0.82
H -4.92 -0.67 -2.66
H -4.10 -5.16 -2.99
H -3.57 -5.93 -0.67
Zn 5.87 1.65 2.00

***

74
Properties=species:S:1:pos:R:3 method="wB97M-V/def2-TZVPD" relative_energy_kj_mol=71.58 s2=6.03 spin_multiplicity=5 total_charge=+3 mol_weight_g_mol=900.4 e_homo_ev="-15.76 / -15.76" e_tot_ev=-237927.19273
Mn 1.11 1.16 -1.26
Se 4.84 -1.40 -7.41
N 5.02 -1.69 -5.67
C 4.09 -0.99 -5.07
C 3.90 -0.97 -3.62
C 4.70 -1.70 -2.75
C 4.47 -1.61 -1.39
C 3.43 -0.81 -0.94
N 2.65 -0.10 -1.77
C 2.88 -0.18 -3.10
C 2.02 0.62 -3.96
N 1.06 1.36 -3.35
C 0.26 2.12 -4.10
C 0.36 2.17 -5.49
C 1.32 1.41 -6.11
C 2.18 0.62 -5.34
C 3.24 -0.21 -5.92
N 3.49 -0.28 -7.20
H 5.50 -2.31 -3.15
H 5.07 -2.16 -0.68
H 3.22 -0.72 0.12
H -0.48 2.71 -3.57
H -0.32 2.80 -6.05
H 1.44 1.42 -7.19
F -4.95 -1.95 -2.02
C -4.10 -1.94 -1.02
C -4.55 -2.14 0.27
F -5.83 -2.33 0.51
C -3.64 -2.12 1.32
F -4.11 -2.26 2.55
C -2.28 -1.92 1.11
P -1.09 -1.85 2.45
C -0.87 -0.17 2.97
C -1.92 0.75 2.91
C -1.72 2.04 3.38
C -0.48 2.41 3.89
C 0.57 1.50 3.94
C 0.38 0.20 3.47
C -1.46 -2.99 3.71
C -1.88 -4.29 3.35
C -2.14 -5.21 4.33
C -1.96 -4.87 5.67
C -1.53 -3.59 6.04
C -1.26 -2.65 5.07
C -1.85 -1.71 -0.22
Br -0.02 -1.49 -0.64
C -2.75 -1.72 -1.26
F -2.35 -1.50 -2.51
H -2.89 0.46 2.54
H -2.54 2.75 3.37
H -0.33 3.41 4.28
H 1.53 1.78 4.35
H 1.19 -0.51 3.52
H -2.00 -4.56 2.30
H -2.48 -6.21 4.07
H -2.17 -5.60 6.44
H -1.40 -3.34 7.08
H -0.93 -1.66 5.35
N 2.59 4.55 0.93
C 2.96 3.49 0.23
N 1.87 2.82 -0.12
C 0.85 3.56 0.42
N 1.25 4.62 1.06
C -0.54 3.16 0.18
C -1.63 3.88 0.65
N -2.87 3.50 0.37
C -3.03 2.42 -0.39
C -1.94 1.69 -0.85
N -0.69 2.07 -0.56
H 3.18 5.27 1.34
H 3.98 3.23 -0.01
H -1.49 4.77 1.24
H -4.04 2.12 -0.63
H -2.07 0.82 -1.48

***

156
Properties=species:S:1:pos:R:3 method="wB97M-V/def2-TZVPD" relative_energy_kj_mol=436.13 s2=30.01 spin_multiplicity=11 total_charge=+2 mol_weight_g_mol=1111.0 e_homo_ev="-11.77 / -11.77" e_tot_ev=-172571.72059
Mn -1.25 9.37 -17.35
Mn -1.99 4.96 -13.53
O -0.72 8.63 -15.45
P -0.50 8.07 -14.02
O -0.87 6.66 -13.63
F -1.28 9.05 -13.03
F 1.06 8.23 -13.72
O -2.69 5.85 -15.29
P -2.69 6.25 -16.73
O -2.43 7.71 -17.16
F -3.99 5.52 -17.47
F -1.38 5.41 -17.17
C 3.16 5.44 -12.09
O 2.83 5.02 -13.37
C 1.55 4.51 -13.42
C 1.07 4.48 -14.88
N -0.32 4.05 -15.10
C -0.44 2.58 -15.03
C -1.82 2.14 -15.34
O -2.75 3.04 -14.69
C -4.10 2.65 -14.89
H 3.07 4.61 -11.38
H 2.48 6.27 -11.91
H 4.18 5.79 -11.96
H 0.82 5.17 -12.95
H 1.46 3.50 -13.02
H 1.72 3.85 -15.48
H 1.22 5.47 -15.30
H -0.53 4.34 -16.04
H -0.26 2.33 -13.98
H 0.23 1.97 -15.63
H -2.00 1.19 -14.84
H -1.92 2.10 -16.42
H -4.18 2.30 -15.92
H -4.69 3.56 -14.78
H -4.48 1.84 -14.27
C -7.87 5.26 -12.84
O -6.54 4.73 -12.84
C -6.05 4.47 -11.54
C -4.54 4.26 -11.72
N -3.95 5.32 -12.58
C -3.65 6.63 -11.90
C -2.72 6.62 -10.71
O -1.57 5.87 -11.05
C -0.49 6.03 -10.20
H -8.68 4.75 -12.32
H -8.11 5.39 -13.89
H -7.79 6.25 -12.39
H -6.44 3.53 -11.16
H -6.31 5.22 -10.80
H -4.38 3.31 -12.23
H -4.05 4.19 -10.75
H -4.80 5.52 -13.09
H -4.61 7.03 -11.56
H -3.30 7.29 -12.68
H -3.11 6.03 -9.89
H -2.50 7.61 -10.30
H -0.55 5.66 -9.18
H -0.14 7.07 -10.26
H 0.31 5.43 -10.61
C -0.83 19.71 -12.72
O -1.31 18.64 -11.90
C -0.65 18.53 -10.61
C -1.29 17.43 -9.76
N -0.76 16.11 -10.16
C -1.48 15.04 -9.54
C -1.10 13.62 -10.16
O -1.40 13.53 -11.56
C -1.08 12.18 -12.00
H -1.23 19.64 -13.73
H 0.25 19.75 -12.75
H -1.28 20.61 -12.30
H -0.74 19.52 -10.16
H 0.40 18.28 -10.80
H -2.34 17.59 -10.01
H -0.93 17.61 -8.75
H -0.92 15.96 -11.15
H -2.57 15.15 -9.51
H -1.14 15.09 -8.51
H -1.56 12.82 -9.59
H -0.02 13.47 -10.06
H -0.02 11.95 -11.88
H -1.40 12.16 -13.04
H -1.72 11.45 -11.50
C 8.13 7.72 -10.65
O 7.05 7.42 -9.82
C 6.12 8.49 -9.64
C 5.03 8.54 -10.77
N 4.28 9.82 -10.74
C 3.22 9.70 -11.70
C 2.61 11.12 -12.07
O 3.59 11.79 -12.86
C 3.42 13.24 -12.88
H 8.78 6.84 -10.64
H 8.59 8.61 -10.23
H 7.84 8.03 -11.65
H 6.60 9.46 -9.55
H 5.63 8.33 -8.69
H 4.38 7.68 -10.61
H 5.49 8.30 -11.73
H 4.98 10.46 -11.08
H 2.48 9.05 -11.22
H 3.57 9.16 -12.58
H 2.45 11.66 -11.13
H 1.69 10.96 -12.63
H 4.22 13.83 -13.34
H 3.23 13.62 -11.88
H 2.58 13.48 -13.53
C -1.98 13.93 -15.44
O -1.28 12.73 -15.63
C 0.08 12.86 -15.97
C 0.76 11.50 -16.13
N 0.48 10.65 -17.26
C 1.57 9.62 -17.25
C 1.41 8.70 -18.45
O 0.19 7.90 -18.26
C 0.02 7.01 -19.33
H -1.99 14.58 -16.31
H -1.53 14.46 -14.60
H -3.04 13.74 -15.22
H 0.72 13.45 -15.31
H 0.16 13.35 -16.94
H 0.39 10.92 -15.28
H 1.82 11.67 -15.94
H 0.59 11.25 -18.07
H 1.68 9.16 -16.27
H 2.48 10.20 -17.38
H 2.27 8.03 -18.47
H 1.35 9.25 -19.39
H 0.37 7.47 -20.26
H -1.05 6.80 -19.31
H 0.51 6.08 -19.06
C -4.80 14.24 -17.37
O -4.14 13.05 -17.54
C -4.99 11.86 -17.51
C -4.12 10.64 -17.80
N -2.98 10.58 -16.83
C -3.35 10.52 -15.42
C -4.59 9.68 -14.92
O -4.40 8.26 -15.02
C -5.58 7.50 -14.89
H -5.45 14.39 -16.51
H -5.43 14.44 -18.24
H -4.14 15.11 -17.41
H -5.74 12.04 -18.27
H -5.50 11.72 -16.55
H -3.82 10.77 -18.84
H -4.72 9.73 -17.77
H -2.71 11.55 -16.95
H -3.47 11.55 -15.10
H -2.56 10.10 -14.80
H -5.44 9.97 -15.53
H -4.77 9.87 -13.86
H -5.39 6.43 -14.78
H -6.13 7.62 -15.83
H -6.20 7.73 -14.02

***

122
Properties=species:S:1:pos:R:3 method="wB97M-V/def2-TZVPD" spin_multiplicity=1 total_charge=+1 mol_weight_g_mol=1189.1 e_homo_ev=-12.27 e_tot_ev=-156258.62306
C -1.11 -3.30 8.14
C -1.02 -4.03 6.78
C -2.20 -3.51 5.89
C -1.72 -2.74 4.68
N -2.02 -1.47 4.62
N -1.62 -0.83 3.55
C -2.01 0.59 3.50
C -3.38 0.75 2.81
O -3.85 -0.15 2.15
C -0.93 -1.32 2.54
C -0.54 -0.54 1.33
Cl -1.58 -0.37 -0.05
C 0.67 0.03 1.35
C 1.62 -0.03 2.51
Cl 1.24 0.92 -0.03
C -0.56 -2.69 2.58
C 0.21 -3.34 1.48
C 1.68 -3.71 1.86
C -0.97 -3.41 3.68
Cl -0.59 -5.06 3.82
H -2.00 -3.67 8.66
H -1.26 -2.22 8.00
H -0.24 -3.50 8.76
H -0.06 -3.85 6.30
H -1.22 -5.09 6.99
H -2.86 -4.31 5.54
H -2.82 -2.83 6.47
H -2.15 0.91 4.53
H -1.23 1.22 3.08
H -3.98 1.67 2.95
H 2.49 0.61 2.35
H 1.16 0.23 3.47
H 2.02 -1.05 2.56
H 0.21 -2.74 0.56
H -0.31 -4.27 1.23
H 1.99 -3.19 2.76
H 1.75 -4.80 1.99
H 2.36 -3.47 1.03
C 2.63 4.12 -0.06
C 2.12 4.83 1.18
O 3.11 4.83 2.22
C 4.05 5.75 2.13
O 4.15 6.57 1.27
C 5.00 5.65 3.34
F 5.34 4.38 3.59
F 4.42 6.14 4.44
F 6.12 6.33 3.15
H 2.97 3.11 0.19
H 1.85 4.05 -0.81
H 3.48 4.64 -0.49
H 1.26 4.30 1.58
H 1.80 5.84 0.95
C -2.99 -1.66 -2.52
C -4.01 -0.97 -3.40
O -3.56 -0.91 -4.77
C -3.75 -2.02 -5.48
O -4.24 -3.03 -5.07
C -3.27 -1.81 -6.92
F -2.08 -1.20 -6.96
F -4.14 -1.04 -7.59
F -3.15 -2.96 -7.57
H -2.01 -1.18 -2.62
H -3.30 -1.63 -1.48
H -2.86 -2.70 -2.81
H -4.14 0.07 -3.09
H -4.98 -1.45 -3.34
C 6.34 8.01 -0.47
C 6.18 9.44 -0.02
O 7.33 10.23 -0.38
C 7.36 10.67 -1.64
O 6.53 10.47 -2.47
C 8.62 11.53 -1.85
F 9.71 10.96 -1.33
F 8.47 12.73 -1.27
F 8.85 11.73 -3.15
H 7.27 7.59 -0.08
H 5.50 7.41 -0.12
H 6.39 7.94 -1.56
H 6.11 9.49 1.06
H 5.27 9.89 -0.43
C -6.78 -3.37 -6.83
C -7.55 -2.07 -6.89
O -8.97 -2.30 -6.89
C -9.52 -2.53 -5.70
O -8.94 -2.55 -4.65
C -11.03 -2.72 -5.85
F -11.33 -3.52 -6.87
F -11.63 -1.54 -6.07
F -11.57 -3.24 -4.75
H -7.09 -4.03 -7.65
H -5.71 -3.19 -6.92
H -6.97 -3.90 -5.90
H -7.33 -1.54 -7.82
H -7.27 -1.40 -6.07
C 10.70 3.85 5.72
C 9.20 3.64 5.58
O 8.89 2.95 4.36
C 9.03 1.63 4.39
O 9.39 0.98 5.33
C 8.61 1.03 3.04
F 9.12 1.72 2.01
F 7.27 1.04 2.91
F 9.01 -0.23 2.92
H 11.09 4.36 4.84
H 10.92 4.45 6.60
H 11.22 2.90 5.80
H 8.70 4.61 5.52
H 8.79 3.12 6.44
C -8.02 -8.61 -4.61
C -7.11 -8.10 -3.51
O -5.73 -8.15 -3.91
C -5.30 -7.15 -4.67
O -5.96 -6.23 -5.04
C -3.81 -7.33 -4.97
F -3.51 -8.58 -5.31
F -3.07 -7.02 -3.89
F -3.41 -6.53 -5.96
H -7.72 -9.61 -4.91
H -9.05 -8.64 -4.27
H -7.96 -7.97 -5.49
H -7.20 -8.73 -2.63
H -7.38 -7.08 -3.21

***

14
Properties=species:S:1:pos:R:3 method="wB97M-V/def2-TZVPD" relative_energy_kj_mol=212.03 spin_multiplicity=1 mol_weight_g_mol=139.2 e_homo_ev=-9.83 e_tot_ev=-22341.85276
C 2.85 0.20 -1.15
C 1.74 -0.34 -0.15
C 2.35 0.99 -0.28
N -1.78 -1.03 0.99
O -1.72 1.09 -0.31
O -3.88 -0.21 0.05
F 2.33 2.22 0.25
S -2.50 -0.46 -0.36
H 3.58 -0.12 -1.85
H -2.51 1.61 -0.17
H 0.70 -0.43 -0.41
H 1.99 -0.87 0.69
H -2.27 -1.18 1.81
H -0.87 -1.48 0.88

***

22
Properties=species:S:1:pos:R:3 method="wB97M-V/def2-TZVPD" relative_energy_kj_mol=169.71 s2=0.75 spin_multiplicity=2 total_charge=+1 mol_weight_g_mol=105.2 e_homo_ev="-14.70 / -14.70" e_tot_ev=-8956.12776
C 1.02 0.79 -0.16
N -0.42 0.91 -0.16
C -1.22 0.03 0.73
C -1.37 -1.45 0.36
C -0.85 2.29 -0.01
C 1.40 0.18 -1.61
H 1.32 0.12 0.65
H 1.62 1.69 -0.15
H -2.22 0.48 0.62
H -1.11 0.09 1.81
H -0.71 -1.88 -0.39
H -1.09 -1.97 1.28
H -2.38 -1.68 0.04
H -1.63 2.52 0.72
H -1.28 2.61 -0.97
H -0.10 3.05 0.23
H 2.46 -0.02 -1.65
H 0.73 -0.55 -2.02
H 1.21 1.10 -2.18
H 0.91 -2.77 1.42
H 1.97 -2.47 0.35
O 1.76 -3.06 1.10

***

13
Properties=species:S:1:pos:R:3 method="wB97M-V/def2-TZVPD" relative_energy_kj_mol=158.92 spin_multiplicity=1 smiles="C[C@@H](O)/C=C/Br" mol_weight_g_mol=151.0 e_homo_ev=-9.28 e_tot_ev=-76349.57840
C -1.25 0.94 0.36
C -2.25 0.72 -0.43
C 0.49 -1.03 -0.19
C 0.29 0.42 0.12
O 0.77 1.22 -0.99
Br -3.97 1.19 -0.03
H -1.45 1.64 1.22
H -2.19 0.28 -1.45
H -0.34 -1.42 -0.86
H 0.41 -1.62 0.70
H 1.44 -1.46 -0.66
H 0.73 0.58 1.02
H 1.69 1.60 -0.77

***

14
Properties=species:S:1:pos:R:3 method="wB97M-V/def2-TZVPD" relative_energy_kj_mol=51.31 spin_multiplicity=1 total_charge=+1 mol_weight_g_mol=149.8 e_homo_ev=-14.27 e_tot_ev=-27312.72195
Mg -2.51 -0.78 1.12
Cl -3.82 0.08 -0.56
C 1.65 0.52 1.97
O 1.46 -0.20 0.76
C 0.36 -0.16 0.07
O -0.77 0.09 0.50
O 0.64 -0.45 -1.15
C -0.35 -0.36 -2.19
H 1.10 1.46 1.96
H 2.72 0.66 2.08
H 1.23 0.01 2.85
H -0.28 0.62 -2.67
H -1.35 -0.43 -1.76
H -0.10 -1.07 -2.97